The following is a DFT calculation (ωB97M-V with the def2-TZVPD basis set) of a structure of composition C30H24BrClFeN2O2P.

Last column: Löwdin charge in e.
Positions of all 62 atoms, in Å:
Fe 0.071 -0.320 -1.905  0.63
O 3.593 -1.326 -1.629  0.09
C 2.817 -0.549 -1.120  -0.58
O 1.901 0.124 -1.790  -0.19
C 2.882 -0.264 0.360  -0.13
C 4.150 -0.227 0.934  0.00
C 4.308 0.045 2.281  -0.05
C 3.192 0.257 3.082  -0.05
C 1.926 0.187 2.528  -0.08
C 1.756 -0.065 1.166  -0.28
P 0.059 -0.290 0.542  1.09
C -0.558 -1.741 1.445  -0.34
C -1.103 -1.673 2.726  -0.09
C -1.525 -2.828 3.366  -0.06
C -1.401 -4.061 2.738  -0.06
C -0.845 -4.140 1.470  -0.07
C -0.429 -2.983 0.826  -0.09
C -0.878 1.130 1.191  -0.37
C -0.258 2.368 1.349  -0.09
C -0.999 3.482 1.720  -0.07
C -2.366 3.371 1.931  -0.07
C -2.994 2.143 1.763  -0.07
C -2.256 1.030 1.387  -0.13
H 5.006 -0.414 0.299  0.13
H 5.300 0.085 2.712  0.11
H 3.308 0.464 4.137  0.11
H 1.060 0.330 3.163  0.11
H -1.206 -0.719 3.228  0.11
H -1.950 -2.767 4.360  0.11
H -1.736 -4.959 3.239  0.11
H -0.737 -5.101 0.981  0.11
H 0.024 -3.052 -0.157  0.08
H 0.812 2.459 1.197  0.11
H -0.505 4.436 1.855  0.11
H -2.940 4.236 2.235  0.11
H -4.060 2.050 1.930  0.11
H -2.756 0.077 1.258  0.10
C 0.710 5.280 -1.852  -0.02
C -0.223 4.101 -1.898  -0.23
C -1.601 4.237 -1.798  0.01
C -2.433 3.125 -1.835  -0.06
C -1.816 1.906 -1.975  -0.70
Br -2.788 0.281 -2.043  0.89
N -0.507 1.735 -2.068  -0.05
C 0.278 2.814 -2.032  -0.06
H 0.158 6.216 -1.793  0.08
H 1.341 5.312 -2.740  0.09
H 1.369 5.219 -0.984  0.09
H -2.038 5.222 -1.687  0.13
H -3.507 3.208 -1.759  0.12
H 1.343 2.618 -2.103  0.13
Cl -2.659 -5.213 -2.462  0.73
C -1.192 -4.326 -2.633  -0.65
C 0.029 -4.974 -2.724  -0.05
C 1.173 -4.209 -2.860  -0.01
C 1.068 -2.830 -2.884  -0.09
N -0.120 -2.209 -2.779  -0.03
C -1.232 -2.948 -2.665  -0.17
H 0.074 -6.055 -2.692  0.12
H 2.147 -4.670 -2.941  0.13
H 1.945 -2.204 -2.982  0.10
H -2.179 -2.429 -2.609  0.07

Its spin multiplicity is 5. The total energy comes out at -6056.76072 Ha. The calculation puts the HOMO energy (alpha / beta) at -11.24 / -11.73 eV. For the max |F|, the calculation gives 0.43 eV/A. The gap between HOMO and LUMO (alpha / beta) is 0.3139 / 0.3201 Eh. The value obtained for the relative energy (zero: lowest compared OMol25 entry of this formula, charge and spin) is 0.0 kcal per mole. The net charge is +1.